[1]
Density functional theory data (ωB97M-V with the def2-TZVPD basis set) for a cluster of 2 separate species, C5H6ClF in total at a distorted geometry.

Geometry (Å):
1 C 1.418 0.049 -0.884
2 C -0.510 -0.996 1.501
3 H 0.979 2.518 -0.881
4 H -1.001 0.107 -2.897
5 C -0.701 0.145 0.934
6 Cl 1.205 -0.796 -2.371
7 H -1.115 -1.181 2.457
8 H 0.222 -1.731 1.332
9 F -1.786 0.199 -2.463
10 H -1.532 0.825 1.191
11 C 0.267 0.634 0.000
12 H 2.376 -0.216 -0.506
13 C 0.925 1.440 -0.728

## Properties
structure (SMILES): C=CC1=C[C@@H]1Cl.F
HOMO: -9.61 eV
orbital gap: 10.32 eV
LUMO: 0.709 eV
energy above the lowest of the compared OMol25 structures with the same formula, charge and spin: 53.6 kcal/mol

Listed below, in e, are the Löwdin charges computed for each atom:
1. C -0.64
2. C 0.03
3. H 0.11
4. H -0.02
5. C -0.15
6. Cl 0.63
7. H 0.10
8. H 0.06
9. F -0.07
10. H 0.12
11. C -0.20
12. H 0.06
13. C -0.03

[2]
Density functional theory data (ωB97M-V with the def2-TZVPD basis set) for an isolated molecule of C5H6ClN at a distorted geometry.

Geometry (Å):
1 C 0.150 -0.785 1.158
2 H -0.080 -1.594 1.962
3 C 1.022 0.070 -0.856
4 H -1.295 1.040 1.699
5 C -0.848 0.333 0.850
6 C -0.245 1.037 -0.400
7 H 1.263 -1.977 0.319
8 Cl 0.911 -0.966 -2.241
9 H 2.078 0.609 -0.926
10 H -2.454 0.713 -0.825
11 C 0.986 -0.959 0.213
12 H -0.025 2.258 -0.327
13 N -1.463 0.220 -0.625

## Properties
structure (SMILES): Cl[C@@H]1C=C[C@@H]2N[C@H]12
HOMO: -9.22 eV
orbital gap: 10.16 eV
LUMO: 0.936 eV
energy above the lowest of the compared OMol25 structures with the same formula, charge and spin: 97.2 kcal/mol

Listed below, in e, are the Löwdin charges computed for each atom:
1. C -0.11
2. H 0.14
3. C -0.66
4. H 0.15
5. C -0.21
6. C -0.28
7. H 0.10
8. Cl 0.65
9. H 0.13
10. H 0.15
11. C -0.26
12. H 0.18
13. N 0.02

[3]
Density functional theory data (ωB97M-V with the def2-TZVPD basis set) for a structure of composition C5H6ClN at a distorted geometry.

Geometry (Å):
1 C -0.391 -0.386 -0.614
2 N 0.281 1.592 -1.097
3 H -1.888 1.374 -0.377
4 C 1.252 0.613 0.766
5 H 2.118 0.388 1.409
6 H 0.114 1.591 2.178
7 Cl -0.605 -1.861 0.397
8 H 1.756 0.077 -1.332
9 H -0.779 -0.524 -1.603
10 C 0.093 1.068 1.122
11 H 0.049 1.560 -2.160
12 C -0.788 1.059 -0.144
13 C 0.989 0.316 -0.661

## Properties
HOMO: -9.52 eV
orbital gap: 10.42 eV
LUMO: 0.907 eV
energy above the lowest of the compared OMol25 structures with the same formula, charge and spin: 75.8 kcal/mol

Listed below, in e, are the Löwdin charges computed for each atom:
1. C -0.60
2. N 0.02
3. H 0.16
4. C -0.11
5. H 0.12
6. H 0.15
7. Cl 0.58
8. H 0.12
9. H 0.09
10. C -0.11
11. H 0.14
12. C -0.24
13. C -0.31

[4]
Density functional theory data (ωB97M-V with the def2-TZVPD basis set) for an isolated molecule of C5H6ClNO at a distorted geometry.

Geometry (Å):
1 C -1.782 -1.180 0.106
2 C -2.819 0.217 0.090
3 Cl -4.481 0.209 -0.122
4 O -2.103 -2.331 0.268
5 N -0.547 -0.591 -0.114
6 H 1.209 -1.270 -1.244
7 H -2.220 2.370 0.420
8 H 0.503 -2.301 0.116
9 H 1.521 -0.758 0.192
10 C -0.533 0.845 0.087
11 C -1.984 1.258 0.187
12 H 0.109 1.453 -0.638
13 H 0.103 1.019 1.049
14 C 0.688 -1.323 -0.274

## Properties
structure (SMILES): CN1CC=C(Cl)C1=O
HOMO: -9.51 eV
orbital gap: 10.25 eV
LUMO: 0.740 eV
energy above the lowest of the compared OMol25 structures with the same formula, charge and spin: 36.5 kcal/mol

Listed below, in e, are the Löwdin charges computed for each atom:
1. C -0.36
2. C -0.62
3. Cl 0.71
4. O 0.08
5. N -0.14
6. H 0.09
7. H 0.14
8. H 0.08
9. H 0.09
10. C -0.19
11. C -0.12
12. H 0.14
13. H 0.15
14. C -0.04